No. 1
The following is a DFT calculation (ωB97M-V/def2-TZVPD) of a molecular structure, C31H32N5OPtSTe at a distorted geometry.

Last column: Mulliken spin population.
Positions of all 72 atoms, in Å:
Pt (1.341, 1.694, 0.292)  0.24
Te (0.024, -2.000, -0.069)  -0.01
S (2.468, 2.386, 2.378)  0.54
O (3.142, 0.487, 0.264)  0.09
N (4.549, 3.990, 2.021)  0.02
N (1.166, -0.397, 0.335)  0.10
N (-0.470, 2.429, -0.201)  0.01
N (1.758, 3.637, 0.032)  -0.01
N (2.959, 4.152, 0.402)  0.00
C (-1.808, -0.965, 2.169)  0.00
C (-4.073, -2.314, 1.271)  0.00
C (4.415, -2.017, -0.164)  0.00
C (5.155, -3.179, -0.032)  0.00
C (-2.796, 3.626, -1.069)  0.01
C (0.168, -0.904, -4.240)  0.00
C (3.390, 3.591, 1.503)  -0.04
C (2.503, -0.594, 0.380)  0.00
C (-1.623, 1.768, -0.151)  0.04
C (1.041, 5.839, -0.754)  0.00
C (4.740, -4.170, 0.848)  0.00
C (-2.812, 2.337, -0.564)  -0.01
C (3.242, -1.851, 0.575)  0.01
C (-1.781, -1.744, 1.002)  0.00
C (-2.882, -2.484, 0.567)  0.00
C (3.598, -3.990, 1.619)  0.00
C (0.492, -1.408, -2.979)  0.00
C (-4.170, -1.488, 2.381)  0.00
C (-1.086, -0.388, -4.518)  0.00
C (-2.855, -3.529, -0.521)  0.00
C (-3.019, -0.840, 2.829)  0.00
C (-5.464, -1.362, 3.132)  0.00
C (-1.779, -0.854, -2.274)  -0.01
C (0.848, 4.388, -0.491)  -0.02
C (-0.509, -1.359, -2.004)  0.01
C (-2.070, -0.368, -3.534)  0.00
C (2.846, -2.836, 1.481)  0.00
C (-0.581, -0.291, 2.720)  0.00
C (-1.595, 4.320, -1.111)  -0.01
C (-0.444, 3.711, -0.648)  0.03
C (1.886, -1.936, -2.756)  -0.01
H (-5.517, -0.425, 3.682)  0.00
H (4.733, -1.231, -0.836)  0.00
H (2.186, -2.559, -3.597)  0.00
H (-0.718, -0.069, 3.777)  0.00
H (-6.320, -1.425, 2.462)  0.00
H (3.304, -4.742, 2.338)  0.00
H (5.320, -5.077, 0.951)  0.00
H (-3.708, 4.098, -1.409)  0.00
H (-3.726, 1.763, -0.487)  0.00
H (6.063, -3.307, -0.606)  0.00
H (-3.213, -4.473, -0.110)  0.00
H (0.626, 6.412, 0.080)  0.00
H (-4.942, -2.883, 0.957)  0.00
H (2.097, 6.072, -0.836)  0.00
H (-1.554, 5.337, -1.470)  0.00
H (-2.555, -0.882, -1.520)  0.00
H (-1.869, -3.723, -0.946)  0.00
H (-3.060, 0.007, -3.755)  0.00
H (4.904, 3.592, 2.873)  0.00
H (1.994, -2.543, -1.856)  0.00
H (2.606, -1.117, -2.688)  0.00
H (2.004, -2.674, 2.144)  0.00
H (-1.302, -0.011, -5.509)  0.00
H (0.304, -0.927, 2.640)  0.00
H (-3.512, -3.256, -1.348)  0.00
H (5.058, 4.738, 1.579)  0.00
H (-1.590, 0.766, 0.248)  -0.01
H (-5.555, -2.175, 3.855)  0.00
H (0.922, -0.929, -5.017)  0.00
H (0.531, 6.145, -1.666)  0.00
H (-0.355, 0.652, 2.216)  0.00
H (-3.063, -0.242, 3.732)  0.00

Values from the calculation:
* net charge: +2
* energy above the lowest of the compared OMol25 structures with the same formula, charge and spin: 6.6 kcal/mol
* multiplicity: 2
* HOMO-LUMO gap (alpha / beta): 7.63 / 6.38 eV
* E_LUMO (alpha / beta): -6.2 / -7.4 eV

No. 2
The following is a DFT calculation (ωB97M-V/def2-TZVPD) of a molecular structure, C31H33BrN4O11V at a distorted geometry.

Last column: Mulliken spin population.
Positions of all 81 atoms, in Å:
Br (1.611, -0.266, -1.964)  0.00
V (0.277, -1.144, 0.676)  1.89
O (-2.777, -2.577, 0.807)  0.01
O (1.934, -5.373, -0.518)  0.00
O (0.097, -0.466, 3.597)  0.01
O (-1.105, -6.931, -4.225)  0.01
O (0.123, 0.604, 0.504)  -0.02
O (2.667, -0.793, 0.965)  0.01
O (-2.841, -5.767, -4.723)  0.01
O (-2.049, -0.577, -1.559)  0.00
O (-3.557, -1.524, -2.747)  0.01
O (2.273, -3.164, -0.731)  0.00
O (-0.283, -2.154, -0.428)  -0.02
N (-2.487, -1.542, -2.158)  0.00
N (-1.790, -5.925, -4.117)  0.00
N (-1.234, -1.298, 1.952)  -0.03
N (0.993, -2.703, 1.859)  -0.09
C (-2.864, -2.456, 3.236)  0.00
C (0.264, 3.990, -0.807)  0.00
C (0.334, 5.653, -3.422)  0.00
C (-0.902, -1.081, 3.249)  0.00
C (1.530, 2.570, -2.221)  0.00
C (-1.190, 3.141, 1.103)  0.01
C (2.826, -1.212, 2.312)  0.00
C (-2.095, -3.738, -3.109)  -0.02
C (2.127, 6.155, -1.744)  0.00
C (-1.341, -4.885, -3.235)  0.03
C (-2.392, 2.227, 0.806)  0.00
C (-2.329, -2.124, 1.840)  0.03
C (1.136, 3.855, -1.890)  0.00
C (-0.552, -2.943, -1.406)  0.02
C (-1.702, -2.746, -2.234)  0.02
C (-1.705, 4.582, 1.155)  0.00
C (0.354, 1.639, -0.274)  0.01
C (2.631, 4.749, -3.727)  0.00
C (1.118, 1.503, -1.443)  -0.01
C (0.276, -4.092, -1.634)  0.02
C (-1.896, -1.760, 4.185)  0.00
C (2.609, -3.473, 3.427)  -0.01
C (1.614, -4.233, -0.865)  0.00
C (-0.577, 2.800, 2.469)  0.01
C (1.942, -4.678, 3.555)  0.01
C (-0.142, -5.041, -2.523)  -0.01
C (1.559, 5.085, -2.688)  0.00
C (0.367, -3.878, 1.962)  0.05
C (-0.150, 2.941, -0.005)  -0.01
C (0.804, -4.889, 2.795)  0.00
C (2.111, -2.510, 2.566)  0.02
H (-2.156, 4.876, 0.205)  0.00
H (-1.347, -2.451, 4.826)  0.00
H (-3.149, 2.329, 1.588)  0.00
H (2.318, -5.453, 4.210)  0.00
H (0.617, 6.518, -4.028)  0.00
H (-2.094, 1.184, 0.746)  0.01
H (-2.370, -1.014, 4.823)  0.00
H (2.156, 2.362, -3.077)  0.00
H (2.246, 4.062, -4.482)  0.00
H (-0.436, 5.966, -2.715)  0.00
H (3.883, -1.321, 2.575)  0.00
H (-2.840, 2.500, -0.151)  0.00
H (-2.473, 4.661, 1.926)  0.00
H (2.952, 5.660, -4.235)  0.00
H (2.390, -0.429, 2.935)  0.00
H (0.284, 3.444, 2.669)  0.00
H (2.794, -1.577, 0.380)  0.00
H (2.446, 7.030, -2.315)  0.00
H (-2.999, -3.617, -3.686)  0.00
H (-0.112, 4.980, -0.588)  0.00
H (-0.509, -4.021, 1.341)  0.00
H (3.505, 4.296, -3.256)  0.00
H (-3.892, -2.107, 3.329)  0.00
H (-0.909, 5.287, 1.406)  0.00
H (0.268, -5.826, 2.831)  0.00
H (2.987, 5.763, -1.200)  0.00
H (0.454, -5.929, -2.682)  0.00
H (3.519, -3.280, 3.978)  0.00
H (1.385, 6.480, -1.015)  0.00
H (-0.250, 1.765, 2.507)  0.00
H (-2.871, -3.540, 3.349)  0.00
H (-1.315, 2.955, 3.262)  0.00
H (-0.097, 4.894, -4.077)  0.00

Values from the calculation:
* net charge: -1
* energy above the lowest of the compared OMol25 structures with the same formula, charge and spin: 19.0 kcal/mol
* multiplicity: 3
* HOMO-LUMO gap (alpha / beta): 6.92 / 7.68 eV
* E_LUMO (alpha / beta): 2.1 / 2.0 eV

No. 3
The following is a DFT calculation (ωB97M-V/def2-TZVPD) of a molecular structure, C31H33Cl3N4O5PRuSTe.

Last column: Mulliken spin population.
Positions of all 80 atoms, in Å:
Te (-3.802, -1.182, -0.031)  0.63
Ru (-1.180, -0.332, -0.362)  3.22
Cl (1.337, -1.124, 0.168)  0.06
Cl (-1.507, -0.863, 4.697)  0.00
Cl (3.845, -1.601, 4.945)  0.00
S (-2.045, 3.333, 2.785)  0.00
P (-1.833, -2.980, -1.515)  0.41
O (-1.087, -3.377, -0.142)  0.04
O (-0.002, 0.883, -1.997)  0.01
O (-1.075, -0.874, 1.794)  0.15
O (-0.972, -1.886, -2.140)  0.09
O (-1.626, -4.405, -2.268)  0.06
N (0.283, 0.343, -4.192)  0.01
N (-1.222, 1.917, 0.797)  0.00
N (2.117, 0.609, -2.781)  0.00
N (-4.136, 7.694, -4.429)  0.02
C (-1.452, -4.525, 0.656)  0.00
C (-3.642, 5.196, -2.014)  -0.03
C (-4.009, 6.647, -3.969)  -0.01
C (-2.166, -4.553, -3.593)  0.03
C (-1.950, -4.090, 2.016)  0.01
C (-1.137, -4.168, -4.639)  0.01
C (-0.180, 3.689, -0.614)  0.00
C (1.172, -1.225, 4.641)  0.00
C (-3.848, 5.330, -3.386)  0.06
C (-1.858, 1.851, 1.924)  0.02
C (-1.144, 0.096, -4.348)  0.01
C (2.392, -1.372, 4.004)  0.01
C (0.943, 0.829, -5.399)  0.00
C (-3.732, 2.945, -3.651)  0.06
C (0.024, -1.051, 3.890)  0.02
C (-0.834, 3.239, 0.535)  0.00
C (-3.901, 4.201, -4.201)  -0.03
C (0.762, 0.618, -2.946)  0.01
C (-3.298, 1.511, -1.694)  0.21
C (-0.279, 5.950, 0.258)  0.00
C (2.722, 1.334, -1.673)  0.00
C (-0.932, 5.522, 1.397)  0.00
C (-3.133, 0.433, -1.138)  -0.11
C (0.019, -1.016, 2.479)  0.03
C (-1.207, 4.160, 1.519)  0.01
C (-3.507, 2.797, -2.278)  -0.01
C (1.296, -1.165, 1.909)  -0.04
C (2.982, -0.358, -3.446)  0.00
C (0.090, 5.037, -0.741)  0.00
C (2.465, -1.337, 2.626)  -0.01
C (-3.476, 3.939, -1.464)  0.06
H (-3.068, -3.941, -3.702)  -0.02
H (1.157, 0.016, -6.096)  0.00
H (-2.462, -5.591, -3.701)  0.00
H (-1.293, -0.534, -5.227)  0.00
H (-2.230, 0.919, 2.337)  0.01
H (-1.174, -3.567, 2.574)  0.00
H (-0.879, -3.110, -4.549)  0.01
H (-1.534, -0.417, -3.481)  0.00
H (0.591, 5.397, -1.633)  0.00
H (1.112, -1.248, 5.722)  0.00
H (-2.196, -5.126, 0.132)  -0.01
H (-0.552, -5.129, 0.749)  0.00
H (-1.684, 1.039, -4.494)  -0.01
H (0.074, 2.976, -1.391)  0.00
H (-3.605, 6.079, -1.390)  0.00
H (1.870, 1.338, -5.158)  0.00
H (-3.309, 3.823, -0.399)  0.01
H (3.744, 0.130, -4.058)  0.00
H (-4.074, 4.319, -5.262)  0.00
H (-1.532, -4.355, -5.642)  0.00
H (3.284, 0.648, -1.039)  0.00
H (3.415, -1.451, 2.118)  0.00
H (0.288, 1.545, -5.903)  0.00
H (-3.775, 2.064, -4.277)  0.00
H (3.405, 2.099, -2.048)  0.00
H (-1.227, 6.223, 2.169)  0.00
H (2.400, -1.025, -4.069)  0.00
H (-0.227, -4.756, -4.506)  0.00
H (1.952, 1.802, -1.071)  0.00
H (-0.055, 7.003, 0.135)  0.00
H (-2.260, -4.971, 2.586)  0.00
H (-2.803, -3.416, 1.927)  0.00
H (3.489, -0.960, -2.690)  0.00

Values from the calculation:
* net charge: 0
* energy above the lowest of the compared OMol25 structures with the same formula, charge and spin: 8.3 kcal/mol
* multiplicity: 6
* HOMO-LUMO gap (alpha / beta): 6.47 / 6.48 eV
* E_LUMO (alpha / beta): -0.4 / -1.2 eV